Entry from the Open Molecules 2025 dataset: C33H84FInNO8 as an isolated structure (ωB97M-V/def2-TZVPD).

Spin multiplicity: 1
E_tot (a.u.): -2254.25317
Kohn-Sham gap (eV): 6.0918
Total charge: -1

Positions of all 128 atoms, in Å:
In -3.823670 -0.447225 -1.925697
F -2.152854 -1.406799 -5.868133
O 4.733114 0.528702 1.909395
O 5.460074 4.371669 2.877699
O 1.672743 5.139759 0.475316
O -7.073672 -6.066693 -3.668667
O -6.254940 -1.991687 -3.156093
O 3.257780 -2.050992 4.198871
O 4.746454 -3.788077 7.342702
O -7.877710 2.608701 -2.793234
N -4.107804 -0.359527 1.157801
C 5.683991 0.908252 2.905861
C 0.195536 5.743282 2.323840
C -2.615316 2.330434 -1.028930
C 5.139636 -3.253428 -2.308419
C -1.862484 3.634132 -1.373342
C -6.006429 -0.860394 -2.281402
C 5.864279 -1.688010 7.887420
C -3.062149 -1.013274 -4.828532
C 5.781514 -2.822554 -0.981047
C 4.911818 -2.780954 8.333037
C 3.136587 0.309125 -3.108219
C 2.550609 -3.092769 4.867137
C -0.372665 3.396514 -1.592972
C 1.404738 4.954819 1.858353
C -3.332785 0.175893 2.258807
C -3.295759 -1.066487 0.143952
C -2.694182 -1.555766 -3.492474
C -8.922902 1.678208 -3.040761
C 5.947623 6.566922 1.920390
C -8.502385 -7.453943 -5.088345
C -8.322740 -6.726164 -3.767872
C 6.348260 5.480824 2.900788
C 3.630588 -0.200320 -1.761570
C -0.083100 2.532782 -2.816862
C -3.494456 1.741636 -2.136192
C 5.583883 -1.344280 -0.560883
C 1.401469 2.165599 -2.943731
C 5.550299 0.066487 4.158301
C -10.185687 1.998423 -2.261193
C 5.147112 -0.368516 -1.655561
C 1.647011 0.665777 -3.074087
C -5.905870 -3.219427 -2.574785
C 3.056982 -4.468513 4.485947
H 2.285138 5.208729 2.460852
H 1.864766 2.670983 -3.796805
H -9.110981 1.737788 -4.113151
H 4.122189 -4.542977 4.703828
H 6.531441 -0.993627 -0.145121
H 5.392841 -3.465598 -0.188324
H -9.459047 -7.978717 -5.118663
H -8.586916 0.660256 -2.820432
H 3.139335 -2.165916 3.249540
H -7.700392 -8.178434 -5.233577
H 0.362750 6.816982 2.202798
H -2.294646 4.056317 -2.288745
H -5.226591 -3.085908 -1.724318
H 1.180929 0.171576 -2.214103
H -1.858407 1.593910 -0.730207
H 4.559735 0.191150 4.600445
H -6.567746 -1.023047 -1.345369
H 7.375020 5.152681 2.702152
H 5.561489 1.969467 3.136248
H -2.000749 4.386409 -0.589296
H 3.360314 -0.432644 -3.881241
H 1.225402 3.885690 1.971202
H 5.514210 -1.238879 6.957481
H 3.913840 -2.373462 8.494786
H 5.665223 -0.991689 3.921976
H 3.853932 0.677931 2.274471
H 4.890556 -4.315513 -2.290678
H -6.471528 -0.012547 -2.792412
H 2.908899 -4.656517 3.419472
H -10.978757 1.286648 -2.497540
H -2.515162 0.845918 1.940700
H 1.848988 6.072637 0.315325
H -2.949475 -2.617370 -3.435601
H -0.673365 1.612677 -2.761937
H -10.536208 3.004789 -2.495526
H -9.145111 -6.017167 -3.615231
H 2.715003 -2.913794 5.928132
H 5.604938 -4.187201 7.166936
H 4.863005 -1.275428 0.256574
H 3.308260 0.497553 -0.980569
H -4.602481 0.408104 0.720259
H -6.793549 -3.762618 -2.224575
H -0.426492 3.063275 -3.710232
H 4.934644 6.911558 2.129962
H -2.879095 -0.650636 2.814255
H -1.616815 -1.454748 -3.329520
H -0.012759 5.551388 3.377557
H 5.944992 -0.908235 8.646399
H 5.464564 3.998596 1.988515
H 4.218002 -2.712928 -2.519896
H -3.236278 2.499322 -0.141877
H 1.923043 2.524692 -2.047777
H 0.163835 4.345464 -1.690452
H -3.976249 0.727084 2.951105
H 5.568186 -0.646956 -2.627578
H 5.972411 6.190938 0.895151
H 6.853302 -3.026812 -1.040778
H -9.997586 1.945154 -1.186033
H -5.389650 -3.841177 -3.315070
H 6.297678 0.345480 4.904653
H 0.052983 2.903023 -0.710495
H -0.680981 5.466365 1.737566
H 3.711289 1.205635 -3.374272
H -2.228186 -0.889481 0.344350
H -8.477953 -6.749225 -5.922698
H 1.476858 -3.010527 4.666987
H 2.532064 -5.245483 5.043201
H -7.638151 2.549617 -1.862112
H 6.659674 0.762728 2.440222
H -4.453567 2.267050 -2.183411
H 6.864306 -2.093566 7.713932
H 5.561611 0.613102 -1.407377
H 6.313056 5.856037 3.923563
H -3.006903 1.897870 -3.107007
H -3.078919 0.079378 -4.873147
H 1.131661 0.289158 -3.961482
H 5.247668 -3.222729 9.278074
H -8.341517 -7.433982 -2.938561
H -4.043846 -1.377102 -5.143503
H 6.627372 7.418156 1.983516
H 5.814399 -3.104903 -3.152467
H 3.135154 -1.152721 -1.541729
H -3.446368 -2.148094 0.247315
H -7.017069 -5.393045 -4.355220

Cartesian forces, eV/Å:
In -0.26 -0.03 0.00
F -0.02 -0.06 -0.02
O -0.06 0.05 0.05
O 0.02 0.05 -0.07
O 0.13 0.08 -0.04
O 0.00 -0.15 -0.09
O 0.03 -0.01 -0.07
O -0.07 -0.08 -0.04
O 0.04 -0.09 0.04
O -0.13 0.09 0.09
N -0.05 0.15 -0.11
C -0.15 -0.02 -0.02
C -0.02 -0.01 -0.08
C -0.03 0.04 0.02
C 0.00 -0.07 0.03
C -0.09 -0.02 -0.08
C -0.01 -0.13 0.00
C -0.02 -0.01 -0.06
C -0.21 0.03 -0.05
C -0.14 0.04 -0.11
C 0.02 0.04 -0.04
C 0.14 0.14 0.05
C -0.04 0.03 -0.02
C 0.02 0.04 -0.12
C -0.01 0.00 0.04
C 0.03 -0.14 0.05
C 0.04 -0.03 0.08
C 0.04 -0.06 -0.05
C 0.03 -0.06 -0.02
C -0.05 -0.03 0.00
C 0.07 0.00 -0.01
C -0.03 0.05 -0.02
C -0.01 -0.01 -0.02
C 0.01 -0.14 0.07
C 0.00 -0.04 0.00
C 0.14 -0.06 0.01
C 0.10 -0.14 -0.03
C 0.04 0.00 0.11
C 0.04 -0.03 0.00
C 0.03 0.07 0.01
C 0.02 0.23 0.04
C -0.06 -0.02 -0.07
C 0.06 0.06 0.01
C 0.08 0.03 -0.05
H 0.01 -0.03 -0.01
H -0.02 0.05 0.02
H -0.02 -0.02 0.00
H 0.00 -0.02 0.02
H -0.04 0.01 0.10
H 0.06 0.03 0.04
H -0.01 0.00 0.01
H -0.01 0.00 -0.02
H 0.02 0.02 0.01
H -0.01 0.00 0.00
H 0.00 0.00 0.02
H 0.00 0.04 0.06
H 0.01 0.01 -0.03
H -0.05 -0.07 -0.09
H -0.05 0.00 0.13
H 0.04 -0.01 0.01
H -0.03 0.08 -0.02
H 0.00 0.00 0.03
H 0.14 -0.02 0.08
H 0.04 -0.01 0.03
H -0.05 -0.03 0.03
H 0.00 -0.01 0.03
H 0.00 0.00 0.01
H 0.00 0.01 0.03
H 0.00 0.03 0.03
H 0.00 0.00 -0.03
H 0.04 -0.02 0.00
H 0.05 0.02 0.02
H -0.03 -0.01 0.01
H 0.00 -0.01 -0.01
H 0.00 -0.03 -0.01
H -0.03 -0.03 0.04
H 0.10 -0.02 0.00
H -0.03 0.03 0.00
H -0.01 0.00 0.00
H 0.00 -0.01 0.02
H -0.01 -0.04 0.01
H -0.03 0.03 -0.01
H 0.07 -0.01 -0.06
H -0.03 -0.08 0.04
H 0.02 -0.01 0.04
H 0.05 0.03 0.04
H -0.03 -0.06 -0.02
H 0.00 0.01 0.00
H 0.00 0.03 0.01
H -0.02 0.10 0.07
H 0.01 -0.01 0.01
H 0.00 0.00 0.01
H -0.07 0.00 0.03
H -0.01 -0.03 0.00
H 0.05 -0.08 0.03
H 0.09 0.02 -0.06
H 0.00 0.00 0.02
H -0.01 0.01 -0.02
H -0.01 -0.04 0.03
H 0.01 0.01 0.00
H -0.02 -0.08 0.03
H -0.01 -0.01 0.00
H -0.07 0.00 0.01
H 0.02 0.05 -0.03
H -0.03 0.03 0.02
H -0.01 0.00 0.01
H 0.01 -0.04 -0.05
H 0.01 0.04 -0.10
H -0.01 0.00 0.00
H 0.00 0.01 0.02
H -0.01 0.01 0.01
H 0.10 -0.06 -0.07
H 0.02 0.03 0.01
H 0.03 0.06 -0.06
H 0.01 0.01 0.01
H 0.06 0.01 -0.15
H 0.02 0.01 0.00
H -0.07 0.01 0.01
H 0.17 -0.01 0.02
H -0.01 0.02 0.01
H -0.02 0.00 0.00
H -0.03 -0.01 0.00
H 0.01 0.03 0.02
H 0.01 0.00 0.01
H -0.04 0.12 -0.02
H -0.03 0.04 0.00
H 0.04 0.01 0.08
H 0.00 0.05 0.10